[1]
Below is a 2-piece molecular cluster, C25H52N3O5P overall at a distorted geometry, with properties calculated with ωB97M-V with the def2-TZVPD basis set.

The geometry in ORCA input format:
```
! RIJCOSX wB97M-V def2-TZVPD def2/J DEFGRID3
* xyz 1 2
C -5.050 2.799 -4.347
C -3.981 3.873 -3.644
O -3.989 3.821 -2.174
P -2.971 2.526 -1.565
O -1.675 2.260 -2.448
C -2.337 3.123 0.173
C -2.622 2.070 1.380
N -1.600 2.002 2.482
C -1.952 0.633 3.108
C -0.996 -0.462 2.278
C -0.083 0.493 1.252
C -0.127 1.850 2.197
C 0.821 3.131 1.852
C 2.116 2.753 0.866
C 1.805 2.967 -0.730
C 2.559 4.260 -1.414
N 2.890 5.382 -0.455
C 3.250 6.674 -1.155
C 3.360 8.019 -0.168
O 3.501 6.750 -2.484
O -3.966 1.101 -1.493
C -3.189 -0.140 -1.636
C -2.914 -0.620 -3.178
H -5.946 2.586 -3.590
H -4.539 1.802 -4.684
H -5.515 3.289 -5.328
H -4.408 4.948 -3.939
H -2.907 3.826 -4.132
H -2.928 4.124 0.434
H -1.226 3.435 0.003
H -3.642 2.417 1.895
H -2.884 1.027 0.878
H -1.657 2.685 3.269
H -1.584 0.494 4.235
H -3.111 0.475 3.047
H -1.796 -1.005 1.611
H -0.407 -1.246 2.920
H -0.505 0.692 0.172
H 0.981 -0.047 1.277
H 0.328 1.446 3.226
H 1.326 3.466 2.881
H 0.239 4.096 1.477
H 2.458 1.619 1.015
H 3.022 3.397 1.279
H 0.646 2.957 -1.004
H 2.248 2.006 -1.284
H 1.820 4.689 -2.236
H 3.528 3.915 -2.019
H 3.784 5.076 0.031
H 3.045 7.698 0.938
H 2.558 8.805 -0.512
H 4.453 8.439 -0.091
H -3.844 -1.000 -1.127
H -2.212 -0.022 -0.991
H -1.729 -0.661 -3.313
H -3.319 0.111 -4.001
H -3.284 -1.725 -3.298
C 2.013 -4.792 -1.353
C 2.283 -4.297 0.093
C 3.311 -5.219 0.809
C 2.728 -6.533 1.309
C 1.505 -6.273 2.178
C 0.423 -5.431 1.451
N 0.980 -4.174 0.832
O 1.175 -3.246 1.870
C -0.264 -6.316 0.378
C -0.735 -5.135 2.465
C 3.002 -2.925 -0.148
H 1.410 -5.692 -1.423
H 1.501 -4.022 -1.942
H 2.954 -5.024 -1.868
H 3.737 -4.690 1.671
H 4.154 -5.434 0.141
H 2.482 -7.183 0.463
H 3.485 -7.067 1.895
H 1.085 -7.236 2.498
H 1.827 -5.763 3.096
H -0.900 -5.716 -0.283
H -0.909 -7.074 0.843
H 0.435 -6.888 -0.233
H -0.387 -4.619 3.367
H -1.195 -6.070 2.811
H -1.522 -4.531 2.002
H 2.323 -2.192 -0.603
H 3.855 -3.046 -0.829
H 3.403 -2.491 0.775
*
```

## Properties
**Energy**: -50749.2785 eV
**LUMO level (spin up / spin down)**: -0.1008 / -0.1008 Ha
**HOMO level (spin up / spin down)**: -11.27 / -11.68 eV



[2]
Below is C25H53AlBr22I as an isolated structure at a distorted geometry, with properties calculated with ωB97M-V with the def2-TZVPD basis set.

The geometry in ORCA input format:
```
! RIJCOSX wB97M-V def2-TZVPD def2/J DEFGRID3
* xyz -1 1
C -2.215 -1.549 2.465
C -3.631 -1.359 1.658
C -4.643 -2.647 1.713
Al -6.404 -2.001 2.613
I -3.801 -4.457 2.611
H -1.740 -0.458 2.556
H -2.324 -1.937 3.567
H -1.476 -2.214 1.805
H -3.370 -1.172 0.525
H -4.138 -0.364 2.073
H -4.947 -2.906 0.597
H -6.143 -1.350 4.041
H -7.476 -3.168 2.612
H -6.985 -0.860 1.637
Br -3.498 2.156 3.168
C -1.681 2.150 3.879
C -0.933 3.400 3.478
Br -0.353 3.309 1.619
H -1.206 1.229 3.533
H -1.802 2.105 4.966
H -0.011 3.500 4.059
H -1.525 4.314 3.584
Br 1.289 4.370 -1.782
C 1.918 5.466 -0.295
C 3.012 6.410 -0.735
Br 4.710 5.475 -0.945
H 2.228 4.780 0.498
H 1.037 6.024 0.038
H 3.197 7.168 0.031
H 2.800 6.906 -1.687
Br 6.895 4.365 2.665
C 5.570 3.360 3.686
C 4.232 3.349 2.985
Br 3.308 5.052 3.199
H 5.534 3.803 4.685
H 5.977 2.346 3.758
H 3.568 2.606 3.436
H 4.307 3.159 1.910
Br 4.876 1.547 -2.382
C 4.100 2.030 -4.106
C 2.670 1.552 -4.214
Br 2.592 -0.366 -4.561
H 4.755 1.620 -4.878
H 4.144 3.123 -4.140
H 2.174 2.016 -5.071
H 2.080 1.738 -3.313
Br 4.122 8.598 2.135
C 4.040 10.529 1.865
C 3.817 10.869 0.410
Br 5.456 10.655 -0.625
H 4.964 10.947 2.273
H 3.195 10.865 2.474
H 3.545 11.923 0.299
H 3.053 10.249 -0.069
Br 3.613 -2.710 0.392
C 2.932 -2.439 2.200
C 1.467 -2.068 2.183
Br 1.217 -0.206 1.661
H 3.567 -1.683 2.670
H 3.081 -3.398 2.706
H 1.040 -2.142 3.188
H 0.874 -2.676 1.495
Br 0.389 -1.357 -2.056
C -1.047 -0.353 -2.913
C -1.168 1.036 -2.329
Br -2.049 0.995 -0.590
H -1.957 -0.948 -2.812
H -0.766 -0.303 -3.970
H -1.807 1.663 -2.957
H -0.204 1.533 -2.188
Br -8.560 -6.823 0.567
C -6.979 -7.491 -0.362
C -5.785 -6.598 -0.120
Br -5.893 -4.969 -1.187
H -7.245 -7.585 -1.418
H -6.806 -8.488 0.055
H -4.864 -7.091 -0.445
H -5.677 -6.289 0.924
Br -0.695 -0.825 -6.565
C -2.130 0.179 -7.422
C -2.252 1.567 -6.838
Br -3.133 1.526 -5.099
H -3.041 -0.416 -7.321
H -1.849 0.229 -8.479
H -2.891 2.195 -7.466
H -1.288 2.065 -6.697
Br -3.788 -8.754 2.763
C -2.948 -8.915 4.516
C -2.065 -7.725 4.811
Br -0.378 -7.839 3.839
H -2.412 -9.868 4.527
H -3.780 -8.964 5.226
H -1.784 -7.707 5.868
H -2.523 -6.768 4.545
Br 4.692 -5.980 -5.552
C 3.446 -5.321 -4.203
C 3.937 -4.030 -3.591
Br 5.368 -4.357 -2.308
H 3.310 -6.124 -3.475
H 2.506 -5.160 -4.740
H 3.140 -3.552 -3.013
H 4.323 -3.319 -4.326
*
```

## Properties
**Energy**: -1582418.3125 eV
**LUMO level**: 0.0467 Ha
**HOMO level**: -4.71 eV



[3]
Below is a 8-piece molecular cluster, C25H53B3BrF2NO12 overall at a distorted geometry, with properties calculated with ωB97M-V with the def2-TZVPD basis set.

The geometry in ORCA input format:
```
! RIJCOSX wB97M-V def2-TZVPD def2/J DEFGRID3
* xyz 0 1
C 5.706 -1.305 0.103
C 4.306 -0.422 -0.133
Br 3.044 -1.037 1.331
C 3.652 -0.645 -1.629
B 2.199 -1.481 -1.549
O 0.957 -0.721 -1.305
B -0.234 -1.590 -1.252
C -1.755 -1.005 -0.855
C -2.870 -1.066 -2.079
C -4.452 -0.591 -1.919
C -4.887 -0.045 -0.418
C -3.764 0.044 0.808
C -2.176 -0.442 0.626
O -0.214 -3.057 -1.590
B 1.100 -3.649 -1.237
N 1.128 -4.939 -0.436
C 0.654 -6.037 -1.377
O -0.506 -6.050 -2.039
F 1.587 -7.195 -1.577
C 0.161 -4.926 0.728
O -0.034 -3.922 1.590
F -0.622 -6.196 0.963
O 2.305 -2.950 -1.732
H 5.525 -2.459 -0.008
H 6.574 -0.985 -0.615
H 6.010 -1.137 1.245
H 4.602 0.707 -0.046
H 3.580 0.329 -2.278
H 4.413 -1.360 -2.208
H -2.574 -1.471 -3.158
H -5.170 -0.701 -2.837
H -6.021 0.263 -0.294
H -4.190 0.468 1.839
H -1.407 -0.383 1.513
C 1.264 -4.845 5.389
C -0.170 -5.073 5.822
O -0.847 -3.829 5.929
H 1.786 -4.205 6.109
H 1.801 -5.794 5.306
H 1.300 -4.333 4.422
H -0.202 -5.565 6.798
H -0.702 -5.701 5.101
H -0.820 -3.404 5.055
C -1.736 -4.210 -5.292
C -3.170 -4.438 -4.860
O -3.847 -3.195 -4.752
H -1.214 -3.570 -4.573
H -1.199 -5.159 -5.375
H -1.700 -3.698 -6.259
H -3.202 -4.930 -3.883
H -3.702 -5.066 -5.580
H -3.820 -2.770 -5.626
C 4.157 2.869 3.546
C 3.593 3.515 2.298
O 2.963 2.535 1.486
H 4.882 2.091 3.282
H 4.650 3.611 4.181
H 3.364 2.382 4.123
H 4.391 3.981 1.713
H 2.858 4.284 2.553
H 2.251 2.133 2.012
C -2.209 3.959 -0.527
C -2.061 2.767 -1.449
O -3.281 2.531 -2.137
H -3.011 3.788 0.198
H -1.278 4.152 0.014
H -2.479 4.856 -1.094
H -1.813 1.868 -0.876
H -1.270 2.936 -2.185
H -3.488 3.331 -2.649
C 1.305 5.181 -4.293
C 1.302 5.780 -2.902
O 0.715 4.871 -1.983
H 0.284 4.946 -4.612
H 1.751 5.872 -5.014
H 1.868 4.243 -4.309
H 0.720 6.707 -2.885
H 2.320 6.006 -2.570
H 1.244 4.055 -1.999
C 5.194 3.340 7.694
C 6.373 3.755 6.839
O 6.058 4.936 6.117
H 4.311 3.163 7.071
H 5.419 2.428 8.254
H 4.930 4.133 8.402
H 6.619 2.969 6.119
H 7.257 3.946 7.456
H 5.849 5.629 6.766
C -7.995 0.574 -4.291
C -7.998 1.173 -2.900
O -8.585 0.263 -1.981
H -9.016 0.339 -4.610
H -7.549 1.265 -5.012
H -7.432 -0.365 -4.307
H -8.580 2.099 -2.883
H -6.980 1.399 -2.568
H -8.056 -0.553 -1.997
*
```

## Properties
**Energy**: -130344.2332 eV
**LUMO level**: -0.0488 Ha
**HOMO level**: -8.31 eV



[4]
Below is a 10-piece molecular cluster, C25H53Cl2F3N8O10S2 overall at a distorted geometry, with properties calculated with ωB97M-V with the def2-TZVPD basis set.

The geometry in ORCA input format:
```
! RIJCOSX wB97M-V def2-TZVPD def2/J DEFGRID3
* xyz 0 1
N -3.768 -1.780 3.242
H -2.960 -2.103 2.729
H -3.663 -0.793 3.431
H -3.671 -2.165 4.171
H -4.517 -2.111 2.652
N -0.336 -1.948 1.240
S 1.133 -1.250 1.625
O 1.108 0.171 1.681
O 2.362 -1.891 1.225
F 1.083 -1.729 3.165
S 0.058 -2.302 -0.226
O 0.479 -3.616 -0.469
O 0.294 -1.231 -1.162
F -1.543 -2.348 -0.669
C -2.297 -6.965 3.396
C -3.030 -8.031 4.170
O -2.942 -9.185 3.705
N -3.719 -7.752 5.224
C -4.294 -8.683 6.198
H -1.300 -7.239 3.051
H -2.291 -6.103 4.062
H -2.869 -6.733 2.497
H -3.784 -6.770 5.448
H -3.788 -9.633 6.364
H -5.341 -8.865 5.955
H -4.334 -8.228 7.188
C 4.234 0.626 7.411
C 5.496 -0.002 6.752
O 6.451 -0.395 7.479
N 5.510 -0.276 5.479
C 6.568 -1.067 4.866
H 4.273 0.605 8.500
H 3.291 0.150 7.143
H 4.216 1.688 7.165
H 4.962 0.221 4.792
H 7.575 -0.659 4.954
H 6.295 -1.158 3.815
H 6.430 -1.991 5.428
C 0.658 9.920 3.593
C 1.680 8.820 3.401
O 2.667 8.755 4.150
N 1.465 7.931 2.503
C 2.365 6.807 2.260
H -0.082 9.885 2.794
H 1.080 10.924 3.633
H 0.160 9.622 4.516
H 0.590 8.034 2.010
H 2.485 6.368 3.250
H 3.333 7.009 1.801
H 1.909 6.012 1.671
C -2.996 7.231 -2.218
C -2.590 6.529 -0.977
O -2.246 7.074 0.102
N -2.578 5.200 -1.145
C -2.112 4.223 -0.207
H -2.070 7.301 -2.789
H -3.269 8.268 -2.021
H -3.852 6.848 -2.774
H -2.948 4.978 -2.058
H -2.814 3.389 -0.179
H -2.113 4.545 0.834
H -1.136 3.865 -0.534
C -0.487 -8.071 -4.894
C -1.617 -8.261 -6.024
O -1.535 -9.004 -7.024
N -2.716 -7.473 -5.843
C -3.066 -6.680 -4.691
H -0.668 -7.218 -4.242
H 0.495 -8.005 -5.363
H -0.699 -8.930 -4.257
H -3.352 -7.723 -6.587
H -2.838 -7.133 -3.726
H -4.154 -6.624 -4.739
H -2.597 -5.698 -4.751
C -3.309 1.349 -4.981
C -3.634 2.440 -6.005
O -4.417 3.288 -5.736
N -3.050 2.286 -7.165
C -3.350 3.127 -8.357
H -3.120 0.477 -5.608
H -4.238 1.203 -4.430
H -2.626 1.523 -4.150
H -2.512 1.444 -7.309
H -2.691 2.800 -9.162
H -3.054 4.131 -8.052
H -4.379 3.040 -8.703
C 3.814 -5.896 5.267
Cl 5.248 -6.190 4.284
Cl 3.422 -7.344 6.109
H 4.086 -5.056 5.905
H 3.028 -5.569 4.587
F 5.442 5.843 -4.155
C 4.579 4.813 -4.603
C 4.690 4.285 -5.901
C 3.923 3.200 -6.234
C 2.806 2.803 -5.443
C 2.712 3.435 -4.172
C 3.603 4.357 -3.712
H 5.552 4.541 -6.499
H 4.324 2.525 -6.975
H 2.181 1.932 -5.576
H 1.878 3.130 -3.557
H 3.369 4.910 -2.815
*
```

## Properties
**Energy**: -114043.7085 eV
**LUMO level**: -0.0952 Ha
**HOMO level**: -9.06 eV



[5]
Below is a 3-piece molecular cluster, C25H53N2O7P overall, with properties calculated with ωB97M-V with the def2-TZVPD basis set.

The geometry in ORCA input format:
```
! RIJCOSX wB97M-V def2-TZVPD def2/J DEFGRID3
* xyz 0 3
C -8.200 -3.226 4.688
C -6.703 -3.000 4.883
C -6.157 -3.880 6.029
C -6.398 -1.505 5.099
C -5.030 -0.989 4.622
C -3.870 -1.374 5.547
C -4.732 -1.406 3.190
O -3.578 -0.695 2.701
O -4.019 0.313 1.787
P -3.897 -0.070 0.211
O -5.153 0.134 -0.502
O -3.247 -1.510 0.164
O -2.678 0.821 -0.277
H -8.401 -4.251 4.372
H -8.747 -3.057 5.619
H -8.616 -2.555 3.936
H -6.208 -3.335 3.968
H -6.937 -4.526 6.436
H -5.345 -4.530 5.702
H -5.771 -3.282 6.855
H -7.178 -0.901 4.627
H -6.465 -1.297 6.170
H -5.097 0.102 4.585
H -3.443 -2.344 5.280
H -3.064 -0.643 5.497
H -4.196 -1.435 6.586
H -5.579 -1.200 2.533
H -4.472 -2.465 3.114
H -3.906 -2.196 0.028
H -2.987 1.553 -0.817
C 0.252 2.143 0.977
C 0.799 1.113 1.966
C 1.352 1.786 3.231
C 2.658 2.538 2.991
C 3.712 1.625 2.372
C 3.235 0.948 1.080
N 1.912 0.297 1.371
O 1.994 -0.904 1.812
C 3.147 1.950 -0.076
C 4.210 -0.148 0.662
C -0.337 0.163 2.325
H 0.939 2.954 0.760
H -0.028 1.656 0.043
H -0.648 2.580 1.412
H 1.518 1.008 3.983
H 0.585 2.458 3.624
H 2.484 3.411 2.354
H 3.031 2.926 3.941
H 4.628 2.180 2.152
H 3.972 0.840 3.089
H 2.533 1.555 -0.886
H 4.152 2.110 -0.467
H 2.763 2.927 0.206
H 4.402 -0.862 1.457
H 5.154 0.325 0.382
H 3.831 -0.694 -0.202
H -0.669 -0.393 1.447
H -1.179 0.747 2.700
H -0.037 -0.553 3.085
C 1.446 0.091 -4.939
C 2.876 0.164 -4.400
C 3.268 1.611 -4.065
C 3.468 2.476 -5.305
C 4.494 1.850 -6.245
C 4.147 0.410 -6.649
N 3.880 -0.360 -5.383
O 4.915 -0.903 -4.855
C 2.953 0.370 -7.606
C 5.334 -0.245 -7.348
C 2.938 -0.705 -3.149
H 1.241 0.780 -5.753
H 1.219 -0.921 -5.277
H 0.765 0.338 -4.124
H 4.196 1.595 -3.484
H 2.492 2.031 -3.419
H 2.516 2.634 -5.820
H 3.818 3.465 -5.003
H 4.600 2.444 -7.157
H 5.469 1.837 -5.750
H 2.531 -0.634 -7.659
H 3.306 0.644 -8.600
H 2.161 1.067 -7.345
H 6.233 -0.200 -6.740
H 5.511 0.277 -8.289
H 5.123 -1.293 -7.564
H 2.731 -1.748 -3.388
H 2.175 -0.356 -2.449
H 3.907 -0.657 -2.661
*
```

## Properties
**Relative energy (zero: lowest compared OMol25 entry of this formula, charge and spin)**: 0.00 kcal per mole
**Energy**: -53383.8895 eV
**LUMO level (spin up / spin down)**: 0.0125 / 0.0123 Ha
**HOMO level (spin up / spin down)**: -7.75 / -9.08 eV